Molecular formula: C54H61AsN3OOs
Method: DFT, wB97M-V/def2-TZVPD

E = -126804.0206 eV
Net charge = +1
HOMO level (spin up / spin down) = -9.45 / -9.45 eV
Gap between HOMO and LUMO (spin up / spin down) = 6.1 / 6.1 eV
Strongest force on any atom = 0.03421 hartree/bohr
ΔE to the lowest compared entry with this formula, charge and spin = 375.2 kJ/mol

Geometry as XYZ:
```
121
C54H61AsN3OOs wB97M-V/def2-TZVPD
Os 0.29 0.01 -0.52
C 0.10 1.68 2.38
C 0.62 2.75 1.64
C 0.01 2.70 0.35
C -0.88 1.55 0.36
C -0.84 0.93 1.66
C -1.95 0.06 2.24
C -1.82 -1.44 1.99
C -2.00 0.26 3.77
C -3.29 0.52 1.65
C -0.06 3.71 -0.80
C -0.83 4.97 -0.36
C -0.85 3.14 -1.99
C 1.31 4.08 -1.35
C 1.64 3.70 2.29
C 1.63 3.51 3.82
C 3.05 3.37 1.80
C 1.36 5.18 2.04
H 0.33 1.50 3.42
H -1.83 1.67 -0.15
H -1.01 -1.85 2.60
H -1.64 -1.67 0.93
H -2.74 -1.94 2.30
H -1.11 -0.13 4.25
H -2.86 -0.27 4.18
H -2.10 1.31 4.03
H -3.37 0.24 0.60
H -3.40 1.60 1.72
H -4.12 0.06 2.19
H -1.57 4.73 0.41
H -1.37 5.39 -1.21
H -0.19 5.75 0.03
H -1.90 2.98 -1.74
H -0.44 2.19 -2.35
H -0.81 3.85 -2.81
H 1.96 4.53 -0.60
H 1.21 4.80 -2.16
H 1.81 3.20 -1.74
H 1.96 2.52 4.12
H 0.65 3.70 4.25
H 2.34 4.22 4.26
H 3.37 2.40 2.16
H 3.76 4.12 2.16
H 3.09 3.36 0.71
H 0.32 5.44 2.26
H 1.59 5.48 1.02
H 2.00 5.78 2.70
C 1.53 -5.69 -0.04
N 1.15 -4.35 -0.40
C 1.20 -3.87 -1.78
C 0.95 -2.41 -1.54
O 0.93 -1.46 -2.30
N 0.72 -2.16 -0.22
C 0.94 -3.32 0.43
N 1.02 -3.42 1.75
H 1.03 -6.40 -0.71
H 1.21 -5.93 0.97
H 2.61 -5.83 -0.12
H 0.43 -4.31 -2.41
H 2.18 -4.03 -2.22
H 0.89 -2.59 2.30
H 1.17 -4.29 2.21
C -1.36 -0.33 -1.31
C -2.44 -0.57 -1.90
C -3.60 -0.82 -2.55
C -3.64 -1.91 -3.54
C -4.44 -1.82 -4.68
C -4.44 -2.84 -5.62
C -3.65 -3.97 -5.42
C -2.84 -4.06 -4.30
C -2.83 -3.04 -3.37
C -4.81 -0.03 -2.26
C -6.08 -0.58 -2.38
C -7.21 0.16 -2.06
C -7.07 1.47 -1.62
C -5.81 2.03 -1.49
C -4.69 1.29 -1.81
H -5.03 -0.94 -4.86
H -5.05 -2.76 -6.51
H -3.67 -4.77 -6.15
H -2.22 -4.94 -4.15
H -2.20 -3.09 -2.49
H -6.20 -1.61 -2.70
H -8.19 -0.28 -2.14
H -7.95 2.05 -1.36
H -5.70 3.05 -1.16
H -3.70 1.72 -1.72
C 5.73 3.12 -2.32
C 5.99 2.86 -0.99
C 5.19 1.98 -0.28
C 4.11 1.36 -0.90
C 3.84 1.64 -2.24
C 4.65 2.52 -2.95
As 2.94 0.06 -0.07
C 3.74 -1.57 -0.84
C 4.07 -2.65 -0.03
C 4.64 -3.80 -0.57
C 4.86 -3.88 -1.94
C 4.51 -2.82 -2.75
C 3.95 -1.67 -2.21
C 3.57 -0.18 1.76
C 4.92 -0.35 2.08
C 5.29 -0.57 3.40
C 4.33 -0.64 4.40
C 2.99 -0.49 4.08
C 2.61 -0.27 2.76
H 6.36 3.81 -2.87
H 6.82 3.34 -0.49
H 5.39 1.81 0.77
H 2.97 1.21 -2.72
H 4.43 2.73 -3.98
H 3.92 -2.60 1.04
H 4.93 -4.61 0.08
H 5.31 -4.77 -2.36
H 4.67 -2.87 -3.82
H 3.68 -0.86 -2.87
H 5.67 -0.33 1.31
H 6.33 -0.70 3.65
H 4.62 -0.81 5.43
H 2.23 -0.53 4.85
H 1.57 -0.13 2.50
```